The following is a quantum chemistry calculation of a cluster of 2 separate species, C9H14O in total at a distorted geometry, from the OMol25 dataset.

Output
relative energy (zero: lowest compared OMol25 entry of this formula, charge and spin)	43.28	kJ/mol
DFT total energy	-426.55630	hartree
LUMO	0.878	eV
SMILES string	Cc1ccc(O)cc1.CC

Element x y z (Å)
C -1.31415 0.53594 -1.10330
C -1.05153 0.57414 0.37866
C -2.00125 1.13326 1.23202
C -1.85453 1.11062 2.61125
C -0.72778 0.55393 3.19533
O -0.63352 0.58017 4.55270
C 0.23000 -0.00918 2.36009
C 0.07173 0.02617 0.99341
H -1.17767 1.49465 -1.57510
H -2.17470 -0.08240 -1.31857
H -0.57843 -0.09732 -1.62454
H -2.86241 1.68902 0.89276
H -2.61766 1.55600 3.23287
H 0.26290 0.35526 4.81972
H 1.08603 -0.46500 2.84008
H 0.82109 -0.38183 0.32498
C 1.79538 -0.48377 -3.19995
C 1.82260 -1.66782 -2.22330
H 0.83134 0.02005 -3.17531
H 2.52280 0.31502 -2.98840
H 2.00542 -0.87794 -4.18224
H 2.76002 -2.19739 -2.36087
H 1.73970 -1.30545 -1.19776
H 1.04460 -2.37613 -2.48451

Force components x, y, z for each atom (eV/Å):
1.65 -1.47 -0.05
-0.44 0.17 0.48
0.11 0.24 0.56
-0.01 0.15 -0.01
-0.28 -0.05 -0.61
0.10 -0.01 0.15
0.09 0.16 0.90
-0.11 -0.12 -1.08
-0.84 0.42 -0.23
-0.94 0.82 -0.13
0.35 0.23 0.48
-0.17 -0.25 -0.52
0.02 0.04 0.12
0.00 -0.08 0.00
0.25 -0.08 -0.24
0.11 -0.13 0.31
0.06 0.14 0.43
0.43 0.76 -0.39
-0.13 -0.12 -0.29
0.03 -0.49 0.11
-0.12 0.20 -0.52
0.22 -0.09 0.30
-0.06 -0.42 -0.05
-0.32 -0.03 0.26

Here are the Löwdin charges for atoms 1 to 5, given in e:
1. C -0.045
2. C -0.272
3. C -0.046
4. C -0.020
5. C -0.333

***

The following is a quantum chemistry calculation of a cluster of 2 separate species, C9H14O in total at a distorted geometry, from the OMol25 dataset.

Output
relative energy (zero: lowest compared OMol25 entry of this formula, charge and spin)	55.68	kJ/mol
DFT total energy	-426.55158	hartree
LUMO	0.858	eV
SMILES string	Cc1ccc(O)cc1.CC

Element x y z (Å)
C -1.12985 -0.94364 -2.50700
C -1.11254 -0.67026 -1.03020
C -1.08379 0.66068 -0.58470
C -0.97668 0.96754 0.76193
C -0.88690 -0.02675 1.71841
O -1.09857 0.15804 3.06407
C -0.80868 -1.33917 1.27382
C -0.91841 -1.65603 -0.07732
H -1.63470 -1.89809 -2.66795
H -0.15427 -1.03714 -2.95077
H -1.71989 -0.23881 -3.09636
H -1.25060 1.41645 -1.33922
H -1.11201 2.02783 0.96501
H -1.56958 0.99413 3.19168
H -0.77390 -2.15951 1.97230
H -1.05292 -2.71162 -0.28410
C 3.24676 1.28565 -0.25447
C 3.33441 0.96387 -1.73663
H 3.22909 2.31986 0.09530
H 2.26839 0.90316 0.03884
H 4.00730 0.76665 0.32457
H 2.69710 0.13719 -2.04671
H 2.96256 1.77871 -2.37163
H 4.34601 0.75932 -2.09481

Force components x, y, z for each atom (eV/Å):
-1.26 -0.82 0.00
1.06 1.09 -0.24
-0.17 -1.26 -0.24
-0.43 1.08 -0.51
-0.72 -0.57 -0.08
0.29 0.49 -0.13
-0.01 -0.22 -0.29
-0.54 -0.07 0.69
0.10 -0.18 -0.11
0.54 0.12 -0.04
0.18 0.29 0.25
0.16 0.33 0.18
0.19 -0.17 0.64
0.29 -0.18 -0.01
0.00 0.07 0.31
0.38 0.02 -0.43
-0.84 -0.60 0.40
0.21 0.86 -1.06
0.33 0.14 -0.66
0.04 -0.09 0.52
-0.02 -0.11 0.03
0.13 -0.32 0.39
0.13 0.12 0.25
-0.02 -0.02 0.14

Here are the Löwdin charges for atoms 1 to 5, given in e:
1. C -0.060
2. C -0.285
3. C -0.052
4. C -0.039
5. C -0.323

***

The following is a quantum chemistry calculation of a cluster of 2 separate species, C9H14O in total at a distorted geometry, from the OMol25 dataset.

Output
relative energy (zero: lowest compared OMol25 entry of this formula, charge and spin)	183.97	kJ/mol
DFT total energy	-426.50271	hartree
LUMO	0.862	eV
SMILES string	Cc1ccc(O)cc1.CC

Element x y z (Å)
C 1.36733 -2.38456 1.00794
C 0.70957 -1.52073 -0.03469
C 1.43354 -0.92742 -1.01238
C 0.98280 -0.10877 -2.05020
C -0.37350 0.08599 -1.84262
O -1.02609 1.05211 -2.64345
C -1.24657 -0.52626 -0.92951
C -0.68948 -1.34016 0.04623
H 2.29343 -2.75858 0.57176
H 0.80955 -3.26073 1.27520
H 1.75281 -1.77929 1.87830
H 2.55779 -0.94815 -0.87769
H 1.53140 0.37631 -2.78701
H -0.59737 1.30586 -3.45272
H -2.30550 -0.38104 -1.03827
H -1.38256 -1.91484 0.79709
C -0.62367 1.63116 3.28505
C -0.39760 2.94226 2.69938
H -0.87558 0.93277 2.55379
H 0.25242 1.11145 3.82825
H -1.67203 1.76454 3.92723
H -0.15667 2.79811 1.61698
H -1.34223 3.66022 2.68645
H 0.36878 3.56740 3.15292

Force components x, y, z for each atom (eV/Å):
1.92 1.05 -0.01
-1.81 -0.98 1.90
4.05 0.83 -0.78
-2.87 -1.65 3.47
-1.27 2.14 -2.79
-0.88 -0.67 1.07
1.07 -0.29 0.30
-0.91 -0.82 -0.10
0.11 -0.20 -0.04
-0.53 -0.11 0.47
-0.89 -0.70 -0.49
-1.22 -0.55 -0.35
1.00 0.68 -0.95
0.73 -0.23 -0.27
-0.15 0.30 0.03
1.66 1.24 -1.43
-2.13 -1.07 3.98
-0.86 3.33 -2.34
-0.60 -1.17 -1.37
-1.47 1.27 -0.32
3.03 -1.00 -0.88
0.14 0.51 0.73
1.70 -1.69 0.09
0.20 -0.20 0.07

Here are the Löwdin charges for atoms 1 to 5, given in e:
1. C -0.067
2. C -0.320
3. C -0.080
4. C 0.006
5. C -0.286

***

The following is a quantum chemistry calculation of a cluster of 2 separate species, C9H14O in total at a distorted geometry, from the OMol25 dataset.

Output
relative energy (zero: lowest compared OMol25 entry of this formula, charge and spin)	232.34	kJ/mol
DFT total energy	-426.48429	hartree
LUMO	0.832	eV
SMILES string	Cc1ccc(O)cc1.CC

Element x y z (Å)
C 1.65750 0.98578 2.14398
C 0.36460 0.44380 1.62036
C -0.11708 1.16783 0.46217
C -1.26247 0.68871 -0.24012
C -1.85162 -0.54039 0.12334
O -2.96064 -0.90437 -0.66177
C -1.39615 -1.29823 1.22823
C -0.36145 -0.69714 1.96286
H 2.03200 2.04470 1.83734
H 2.51768 0.16002 2.02200
H 1.66816 1.06781 3.27588
H 0.47090 2.11611 0.15657
H -1.65835 1.14845 -1.06004
H -3.05028 -1.81457 -0.90260
H -1.86846 -2.23305 1.49799
H -0.07015 -1.10918 3.02593
C 2.14901 0.06171 -1.86640
C 2.41637 0.15196 -3.44751
H 2.07445 -1.04339 -1.60699
H 1.19991 0.46927 -1.85478
H 3.05599 0.54460 -1.34255
H 1.60611 -0.00496 -4.05372
H 3.22087 0.89163 -3.82795
H 2.89414 -0.78676 -3.79439

Force components x, y, z for each atom (eV/Å):
2.69 -0.91 2.57
-1.19 1.94 -3.40
-0.23 -0.35 0.26
2.09 -1.47 3.00
-0.13 -0.50 -0.23
0.53 1.47 0.55
0.16 2.04 -0.86
1.28 -1.05 3.10
-0.98 -2.14 -0.13
-1.64 2.00 -0.22
-0.32 -0.10 -1.01
-1.34 -1.72 0.33
-0.88 1.38 -2.04
0.40 -0.91 0.25
0.04 0.13 0.19
-0.53 0.22 -2.32
3.18 -1.54 -2.31
4.48 -1.18 1.15
0.16 1.48 -0.06
-1.63 1.29 1.47
-2.04 -0.57 -0.42
-2.65 1.00 -1.27
-1.93 -0.57 0.77
0.49 0.07 0.63

Here are the Löwdin charges for atoms 1 to 5, given in e:
1. C -0.106
2. C -0.315
3. C -0.044
4. C -0.017
5. C -0.283

***

The following is a quantum chemistry calculation of a cluster of 2 separate species, C9H14O in total at a distorted geometry, from the OMol25 dataset.

Output
relative energy (zero: lowest compared OMol25 entry of this formula, charge and spin)	64.64	kJ/mol
DFT total energy	-426.54817	hartree
LUMO	0.880	eV
SMILES string	Cc1ccc(O)cc1.CC

Element x y z (Å)
C -2.37498 -0.25766 1.57242
C -1.20037 0.50951 1.08867
C -0.09812 0.80557 1.88606
C 1.00920 1.56312 1.39935
C 0.94178 2.10177 0.15071
O 2.00658 2.91357 -0.20438
C -0.14533 1.87850 -0.70607
C -1.13894 1.09630 -0.20475
H -2.71435 0.19123 2.50563
H -2.24119 -1.33124 1.75994
H -3.25372 -0.28451 0.92084
H -0.11528 0.54794 2.93866
H 1.81493 1.70066 2.09913
H 1.78038 3.39580 -1.00652
H -0.21512 2.29802 -1.69961
H -1.96643 0.89314 -0.88532
C 0.45160 -2.56298 -0.95154
C 1.48792 -1.99565 -1.97736
H -0.52258 -2.07639 -0.98809
H 0.49089 -3.63837 -1.09047
H 0.75086 -2.21872 0.04590
H 1.92475 -2.72137 -2.65297
H 1.01579 -1.24003 -2.59166
H 2.31171 -1.56821 -1.40856

Force components x, y, z for each atom (eV/Å):
-1.03 -0.59 0.42
1.33 1.12 -1.20
0.34 0.50 -0.41
-1.89 -1.43 1.39
1.05 1.08 -0.94
-0.35 -0.19 -0.15
0.93 0.08 1.04
-1.86 -1.38 -0.04
-0.09 -0.13 0.16
0.64 0.24 0.12
0.29 0.56 -0.30
0.18 -0.32 -0.03
0.34 0.41 -0.27
0.05 -0.07 -0.01
0.13 0.05 -0.01
-0.05 0.01 0.20
1.14 0.88 -0.18
-0.54 0.32 0.72
-0.25 -0.55 -0.77
-0.73 -0.10 0.63
0.31 -0.74 0.01
-0.17 -0.39 0.01
0.15 0.36 -0.13
0.07 0.27 -0.26

Here are the Löwdin charges for atoms 1 to 5, given in e:
1. C -0.069
2. C -0.287
3. C -0.031
4. C -0.012
5. C -0.323

***

The following is a quantum chemistry calculation of a cluster of 2 separate species, C9H14O in total at a distorted geometry, from the OMol25 dataset.

Output
relative energy (zero: lowest compared OMol25 entry of this formula, charge and spin)	30.92	kJ/mol
DFT total energy	-426.56101	hartree
LUMO	0.851	eV
SMILES string	Cc1ccc(O)cc1.CC

Element x y z (Å)
C -1.72054 1.53960 1.12049
C -1.43494 0.14552 0.62281
C -0.35392 -0.56791 1.12271
C -0.10978 -1.88052 0.73703
C -1.00115 -2.49771 -0.11911
O -0.79710 -3.74230 -0.64711
C -2.12350 -1.82404 -0.59714
C -2.35244 -0.52686 -0.17958
H -2.27378 2.10319 0.36427
H -0.79126 2.09621 1.22874
H -2.28002 1.56604 2.05086
H 0.32714 -0.06399 1.79537
H 0.68000 -2.45039 1.21326
H 0.01787 -4.14100 -0.31783
H -2.78557 -2.38039 -1.24813
H -3.18564 0.01319 -0.60878
C 2.68045 1.77286 -1.53580
C 2.37613 1.45779 -0.07294
H 2.53577 2.80017 -1.84411
H 3.68755 1.44399 -1.80368
H 2.08141 1.14022 -2.19993
H 1.73122 2.18600 0.41198
H 1.81311 0.53024 -0.00457
H 3.27899 1.28008 0.51118

Force components x, y, z for each atom (eV/Å):
0.29 0.33 -0.90
-0.47 -0.14 0.85
0.05 0.09 -0.26
-0.29 0.02 0.59
0.06 -0.03 -0.76
0.03 -0.37 0.19
0.24 -0.29 0.47
0.30 0.11 -0.76
-0.20 -0.10 0.12
0.10 -0.02 0.33
-0.01 -0.07 0.12
0.06 -0.08 0.10
0.21 0.06 -0.25
-0.12 0.22 0.05
-0.07 0.23 -0.07
-0.20 0.04 0.19
0.14 -0.96 -0.50
-0.22 -0.44 -0.02
0.08 0.23 0.13
0.15 0.39 0.17
-0.31 0.29 0.12
0.20 0.30 0.06
0.01 -0.16 -0.09
-0.01 0.38 0.09

Here are the Löwdin charges for atoms 1 to 5, given in e:
1. C -0.054
2. C -0.287
3. C -0.070
4. C -0.027
5. C -0.330